The following is a DFT calculation (ωB97M-V/def2-TZVPD) of a molecular structure, C5H6BaO4 in a non-equilibrium geometry.

Geometry (Å):
O1 2.038 0.466 0.292
C1 2.502 1.307 -0.556
C2 2.051 2.654 -0.592
O2 1.168 3.074 0.226
Ba1 0.381 1.830 1.959
H1 3.368 1.013 -1.159
H2 2.615 3.373 -1.200
C3 -2.937 -1.623 -1.068
C4 -2.052 -1.631 -0.080
O3 -0.925 -0.819 -0.198
C5 -0.020 -0.734 0.763
O4 0.183 -1.889 1.359
H3 -2.802 -1.001 -1.953
H4 -2.220 -2.097 0.889
H5 -3.881 -2.150 -0.931
H6 0.533 -1.774 2.250

Calculated total energy: -14157.0507 eV
Spin multiplicity: 2
Gap between HOMO and LUMO (alpha / beta): 6.9 / 8.3 eV
<S²>: 0.7560
Total charge: +1
Relative energy (zero: lowest compared OMol25 entry of this formula, charge and spin): 0.0 kJ/mol
Highest occupied orbital energy (alpha / beta): -11.1 / -12.5 eV